# 1
Formula: H14O15S2Tl3
Source: OMol25
Level of theory: ωB97M-V/def2-TZVPD

Computed properties:
- net charge = +5
- total energy (eV) = -66607.120
- HOMO-LUMO gap (Ha) = 0.099
- LUMO (eV) = -23.97
- spin multiplicity = 1

```
34
Properties=species:S:1:pos:R:3:forces:R:3:nbo_charge:R:1
Tl -2.9437 -0.8295 2.0461 -0.9 -0.6 0.6 1.0232
Tl -2.3316 2.0715 -2.1683 0.7 0.3 -0.1 1.4394
Tl 1.6284 2.2189 2.8216 0.5 0.1 0.6 1.1158
S -2.3207 3.1675 1.5096 1.1 -0.7 -1.8 2.4821
O -3.2687 3.9984 2.1923 -0.1 1.2 0.6 -0.3755
O -1.0976 3.0219 2.3055 -0.7 0.5 0.5 -0.6268
O -2.8504 1.8437 1.2196 -0.1 -0.5 0.0 -0.7584
O -1.9553 3.6917 0.1532 -0.7 0.0 0.9 -0.6250
S -0.0443 0.1584 0.1188 -0.4 1.4 1.3 2.6109
O -1.4225 0.2177 -0.3886 -1.4 0.5 -1.2 -0.8082
O 0.7363 -0.6329 -0.7950 1.0 -1.3 0.2 -1.0397
O 0.4805 1.5251 0.1577 0.1 0.3 0.4 -0.8374
O -0.1406 -0.3874 1.4444 0.3 -0.7 0.6 -0.8490
O 2.8769 -1.3647 -2.0027 0.4 -1.4 -0.4 -0.4618
H 3.2790 -0.4970 -1.9628 1.1 0.9 -0.3 0.5068
H 2.0305 -1.2572 -1.5688 -0.3 0.1 0.5 0.4656
O -2.5305 -2.6126 -0.3925 0.2 0.9 0.6 -0.7363
H -2.5139 -3.5697 -0.3902 -0.4 -1.2 0.0 0.5337
H -1.8830 -2.3629 -1.0517 0.0 -0.1 -0.9 0.4828
O 0.2479 0.5555 -2.9489 -0.8 0.6 -0.3 -0.8403
H 0.4242 0.0859 -2.1336 0.2 -0.2 -0.2 0.4487
H 1.1009 0.6193 -3.3784 0.4 0.2 -1.0 0.5161
O -0.0011 -2.7842 -1.9603 -1.1 -0.5 -0.2 -0.5234
H 0.7309 -3.2749 -1.5866 1.1 -1.3 0.1 0.5262
H 0.1665 -1.8756 -1.7102 0.2 1.0 0.0 0.4739
O 1.6254 -3.0614 0.7403 -0.1 0.2 -1.4 -0.6086
H 1.6188 -3.4938 1.5943 0.4 -1.0 0.8 0.5273
H 1.1870 -2.2241 0.8919 -0.2 0.7 0.2 0.4700
O 0.3309 3.4012 -1.6511 -1.3 0.1 0.1 -0.7048
H 1.1003 3.5681 -2.1956 0.6 0.3 -1.1 0.5315
H 0.6656 2.8934 -0.9119 0.3 -0.1 0.6 0.4929
O 1.7755 -0.6506 3.7486 0.0 0.6 -1.0 -0.8717
H 1.2414 -1.4296 3.5936 -0.3 -0.3 0.2 0.4884
H 2.0570 -0.7300 4.6600 0.4 0.0 0.9 0.5316
```
Positions in Å, forces in eV/Å.

---

# 2
Formula: C28H45BrMgN2P2
Source: OMol25
Level of theory: ωB97M-V/def2-TZVPD

Computed properties:
- net charge = +2
- relative energy (zero: lowest compared OMol25 entry of this formula, charge and spin) (kcal/mol) = 44.1
- total energy (eV) = -126794.970
- HOMO-LUMO gap (spin up / spin down) (Ha) = 0.213 / 0.220
- LUMO (spin up / spin down) (eV) = -7.68 / -7.47
- spin multiplicity = 1

```
79
Properties=species:S:1:pos:R:3:forces:R:3:mulliken_charge:R:1
N 3.7742 3.5225 -3.7530 0.3 0.1 -0.1 -0.5250
C 3.9646 3.6401 -2.4387 -0.4 -0.2 0.1 -0.5477
C 3.2725 2.8612 -1.5059 0.1 -0.2 -0.2 -0.4728
C 2.3844 1.8679 -1.9748 -0.6 1.0 -0.2 0.6353
C 2.1435 1.8204 -3.3692 0.6 0.1 0.0 -0.2385
C 2.8993 2.6351 -4.2187 -0.6 -0.1 0.7 -0.5551
C 1.8587 0.8161 -1.1110 0.5 -0.8 -1.6 -2.0715
Mg 0.3993 0.1359 0.2497 -2.1 0.3 2.3 1.2862
P -0.3097 -2.0719 1.6458 1.0 -1.2 0.4 -0.1974
C 1.0862 -0.2547 -1.6725 2.3 0.7 -2.1 -0.3149
C 1.6524 -1.5979 -1.8380 -0.6 0.0 0.8 1.5037
C 1.0759 -2.5004 -2.7651 0.1 -0.3 0.5 -0.4589
C 1.3968 -3.8533 -2.6921 0.3 0.5 0.2 -0.8153
C 2.3389 -4.3087 -1.7404 -0.3 1.7 -0.4 -0.1952
C 3.0960 -3.3640 -1.0245 -0.1 0.2 0.0 -0.4322
C 2.7493 -2.0128 -1.0587 -0.1 -0.6 -0.2 -0.4256
Br 2.5442 -6.1021 -1.4481 0.3 -0.9 0.1 -0.0245
H 2.3325 0.7301 -0.1007 0.4 -0.2 -0.9 0.8833
H 0.3310 -0.0087 -2.4335 0.6 0.2 0.1 0.7667
H 3.4657 2.9991 -0.4444 0.0 -0.1 -0.1 0.4378
H 1.4534 1.1077 -3.8053 0.2 0.0 0.0 0.4846
H 4.7055 4.3779 -2.1169 -0.3 -0.2 -0.1 0.4027
H 2.7791 2.5506 -5.3002 0.1 0.2 0.3 0.3984
H 0.3748 -2.1277 -3.5182 0.1 -0.2 0.4 0.4790
H 3.3242 -1.2786 -0.4868 -0.1 -0.4 -0.2 0.4902
H 0.9180 -4.5526 -3.3626 0.0 -0.1 0.0 0.5070
H 3.9452 -3.6833 -0.4226 -0.3 0.0 -0.1 0.4987
P -1.9395 1.0365 -0.5542 -0.7 0.3 -0.3 0.7168
C 1.3077 -2.7985 2.1146 0.7 0.1 -0.1 0.1999
C 1.3248 -4.2758 2.5509 0.0 0.0 0.0 -1.2293
H 1.7080 -2.1801 2.9374 -0.2 -0.1 -0.3 0.5363
H 1.9634 -2.6645 1.2363 0.0 -0.1 0.6 -0.2221
H 2.2345 -4.4621 3.1378 -0.2 0.0 -0.2 0.4074
H 0.4604 -4.5258 3.1808 0.2 0.0 -0.2 0.3421
H 1.3605 -4.9567 1.6890 -0.2 0.2 0.2 0.2463
C -0.8012 -2.7481 0.0139 -0.9 0.3 -0.8 2.4763
C -1.8434 -3.8840 0.0182 0.0 0.1 0.1 -1.5632
H 0.1248 -3.0968 -0.4667 -0.2 0.3 0.3 -0.9271
H -1.1916 -1.9142 -0.5963 0.2 -0.4 -0.1 -0.8991
H -2.0056 -4.2303 -1.0151 0.1 0.1 0.3 0.4088
H -1.5047 -4.7427 0.6124 -0.1 0.3 -0.1 0.4318
H -2.8087 -3.5309 0.4099 0.3 -0.2 0.0 0.4044
C -0.5706 -0.4727 2.5030 -0.7 0.7 0.1 0.5512
C -1.3094 -0.5964 3.8552 -0.1 0.1 0.0 -1.7628
H -1.1520 0.2130 1.8433 0.2 -0.3 0.6 -0.8188
H 0.4226 -0.0216 2.6682 -0.4 -0.1 0.1 0.3853
H -1.7422 0.3753 4.1378 0.1 -0.2 0.0 0.4435
H -2.1221 -1.3328 3.7968 0.3 0.2 0.0 0.4513
H -0.6195 -0.8994 4.6530 -0.2 -0.1 -0.2 0.3868
C -2.9489 1.7178 0.8395 0.1 -0.1 0.1 -0.3489
C -4.2331 2.4648 0.4817 -0.2 0.1 0.1 -1.3155
H -2.2688 2.3726 1.4069 -0.2 -0.1 -0.1 0.1186
H -3.2038 0.8718 1.4975 0.1 0.1 -0.1 0.4041
H -4.0461 3.4084 -0.0434 0.0 -0.2 0.1 0.3118
H -4.9084 1.8520 -0.1256 0.1 0.2 0.1 0.3218
H -4.7709 2.7115 1.4064 0.1 0.0 -0.2 0.4271
C -3.1035 -0.1224 -1.4051 0.1 0.0 0.4 -0.8544
C -2.7341 -0.5084 -2.8350 -0.1 -0.1 -0.3 -1.0216
H -4.0996 0.3352 -1.3692 0.2 -0.2 -0.1 0.6165
H -3.1326 -1.0250 -0.7776 -0.2 0.2 -0.1 0.1528
H -2.7582 0.3509 -3.5194 0.0 -0.2 0.2 0.3808
H -1.7450 -0.9870 -2.9060 -0.2 0.1 0.1 0.0615
H -3.4700 -1.2370 -3.2031 0.2 0.2 0.0 0.4142
C -1.8280 2.4540 -1.7150 0.0 -0.3 -0.2 -0.8714
C -0.9980 3.6238 -1.1824 0.2 0.5 0.0 -1.0137
H -2.8513 2.7711 -1.9612 0.2 -0.2 0.0 0.7890
H -1.3756 2.0724 -2.6418 -0.2 0.0 0.2 0.4152
H -0.2862 3.9499 -1.9519 -0.2 0.0 0.3 0.3300
H -1.6345 4.4862 -0.9397 0.2 -0.3 0.0 0.2820
H -0.4110 3.3708 -0.2897 -0.2 0.1 -0.2 0.0214
C 0.8055 2.5097 4.8668 0.2 -0.3 0.1 -1.0184
C 0.4002 3.3650 3.6462 0.0 0.6 0.6 -0.5096
C 0.5632 2.6757 2.3804 0.4 -1.5 -1.8 0.2666
N 0.6955 2.0409 1.4085 -0.2 1.0 2.0 -0.4023
H 0.3272 1.5269 4.8528 0.0 0.2 0.0 0.1924
H 0.5129 2.9987 5.8036 0.0 0.1 -0.4 0.3702
H 1.8884 2.3538 4.9000 -0.2 0.1 -0.1 0.3375
H -0.6497 3.6735 3.7396 0.2 0.0 -0.2 0.3070
H 1.0125 4.2832 3.6165 -0.3 -0.3 -0.1 0.3707
```
Positions in Å, forces in eV/Å.

---

# 3
Formula: C24H34CrN4O8Sb2Se3Te
Source: OMol25
Level of theory: ωB97M-V/def2-TZVPD

Computed properties:
- net charge = -1
- relative energy (zero: lowest compared OMol25 entry of this formula, charge and spin) (kcal/mol) = 0.0
- total energy (eV) = -292609.947
- HOMO-LUMO gap (spin up / spin down) (Ha) = 0.233 / 0.242
- LUMO (spin up / spin down) (eV) = 1.87 / 2.06
- spin multiplicity = 4

```
77
Properties=species:S:1:pos:R:3:forces:R:3:mulliken_spin:R:1
Cr 0.6952 -1.4728 0.1301 0.0 0.0 0.2 3.2272
O -1.2732 -2.0665 3.6626 0.0 -0.1 0.0 0.0111
C -0.3538 -2.0022 2.8584 0.1 0.3 0.1 0.0023
O -0.5361 -1.6931 1.6141 -0.1 -0.1 0.1 -0.0682
C 1.0611 -2.2227 3.3361 0.0 -0.1 -0.1 0.0526
C 1.2158 -2.8392 4.5588 0.0 0.0 0.0 0.0057
C 2.4806 -3.0451 5.0889 0.0 0.0 0.1 0.0035
C 3.6069 -2.5956 4.4293 0.1 0.0 0.0 -0.0029
C 3.4519 -1.9393 3.2327 0.1 0.1 0.2 -0.0015
C 2.1936 -1.7699 2.5987 -0.1 0.0 0.0 -0.0359
O 2.1243 -1.2254 1.4385 -0.1 0.0 -0.2 -0.0753
N 4.6647 -1.3964 2.6155 -0.1 -0.2 -0.4 0.0022
O 4.5704 -0.3444 2.0151 0.2 0.0 0.2 -0.0003
O 5.6954 -2.0388 2.7324 -0.1 0.1 0.1 0.0014
N 2.6306 -3.7171 6.3746 0.0 0.0 -0.1 -0.0001
O 3.7566 -3.8515 6.8234 0.0 0.0 0.0 0.0009
O 1.6244 -4.1154 6.9321 0.0 0.0 0.0 0.0009
H 0.3327 -3.1520 5.0963 0.0 0.0 0.0 0.0002
H 4.5923 -2.7402 4.8442 0.0 0.0 0.0 -0.0001
Se 0.7915 -3.9867 0.0671 -0.1 0.1 -0.1 -0.0979
Se 2.0869 -4.5943 -1.7998 0.0 0.0 0.0 0.0116
Te 1.6768 -2.6422 -3.3360 0.0 0.0 0.1 0.0110
Se 2.4185 -0.9799 -1.6355 0.1 0.0 -0.2 -0.0575
C 0.7797 1.6032 2.7658 0.0 0.1 0.0 -0.0048
Sb 0.8813 1.3590 0.6414 -0.1 -0.1 0.0 -0.0541
C 2.8518 2.0675 0.3085 0.0 0.0 0.0 -0.0037
C -0.2480 3.1966 0.2201 0.0 0.0 0.0 -0.0056
C 0.2629 4.0634 -0.8946 0.0 -0.1 0.1 0.0030
C 1.3361 4.9165 -0.6290 0.0 0.0 0.0 -0.0009
C 1.8839 5.7359 -1.6004 0.0 0.0 0.0 0.0009
C 1.3487 5.7211 -2.8804 0.0 0.0 0.0 -0.0011
C 0.2699 4.8979 -3.1556 0.0 0.0 0.0 0.0008
C -0.2968 4.0668 -2.1857 0.0 0.0 0.0 -0.0030
C -1.4322 3.1711 -2.5747 0.0 0.0 0.0 0.0011
Sb -0.6147 1.1633 -2.8654 0.1 0.1 0.0 -0.0047
C -2.4140 0.3220 -3.7022 0.0 0.0 0.0 0.0001
C 0.2713 1.6358 -4.7663 0.0 0.0 0.0 -0.0001
H 1.4246 2.4232 3.0812 0.0 0.0 0.0 -0.0012
H 1.0957 0.6867 3.2578 0.0 0.0 0.0 0.0000
H -0.2496 1.8189 3.0537 0.0 0.0 0.0 0.0007
H 3.0689 2.9236 0.9442 0.0 0.0 0.0 -0.0008
H 2.9661 2.3410 -0.7384 0.0 0.0 0.0 0.0016
H 3.5227 1.2444 0.5483 0.0 0.0 0.0 0.0023
H -0.1946 3.7444 1.1640 0.0 0.0 0.0 -0.0016
H -1.2867 2.9006 0.0730 0.0 0.0 0.0 0.0018
H 1.7498 4.9291 0.3736 0.0 0.0 0.0 -0.0003
H 2.7211 6.3787 -1.3593 0.0 0.0 0.0 0.0000
H 1.7636 6.3508 -3.6575 0.0 0.0 0.0 -0.0001
H -0.1589 4.8929 -4.1521 0.0 0.0 0.0 0.0000
H -1.9054 3.5100 -3.4980 0.0 0.0 0.0 -0.0001
H -2.1993 3.1009 -1.8008 0.0 0.0 0.0 -0.0001
H -2.8249 0.9657 -4.4809 0.0 0.0 0.0 -0.0002
H -3.1563 0.1899 -2.9128 0.0 0.0 0.0 0.0000
H -2.1749 -0.6554 -4.1225 0.0 0.0 0.0 0.0002
H -0.4153 2.2066 -5.3929 0.0 0.0 0.0 -0.0003
H 0.5315 0.7029 -5.2671 0.0 0.0 0.0 0.0006
H 1.1852 2.2063 -4.6040 0.0 0.0 0.0 0.0006
C -2.5936 0.1646 0.5691 0.0 0.0 0.1 0.0065
N -2.9542 -1.1624 0.1167 0.1 0.0 0.1 0.0022
C -3.7230 -1.9393 1.0846 0.1 0.0 0.0 0.0005
C -2.1705 -1.7920 -0.8083 0.0 0.1 -0.1 0.0068
O -0.9904 -1.4365 -1.0668 -0.3 -0.1 0.0 0.0568
N -2.7707 -2.7722 -1.5182 0.1 0.0 0.0 0.0018
C -4.2102 -2.8491 -1.6780 0.0 0.0 0.0 0.0000
C -1.9996 -3.5997 -2.4323 -0.1 0.0 0.1 0.0036
H -3.5093 0.7398 0.7307 0.0 0.0 0.0 -0.0006
H -1.9994 0.6568 -0.1955 0.1 0.0 -0.1 0.0016
H -2.0249 0.1235 1.4995 0.0 0.0 0.0 0.0006
H -3.2422 -1.8646 2.0632 0.0 0.0 0.0 0.0003
H -3.7319 -2.9886 0.8026 0.0 0.0 0.0 -0.0002
H -4.7520 -1.5737 1.1427 0.0 0.0 0.0 0.0002
H -4.6864 -1.9706 -1.2496 0.0 -0.1 -0.1 0.0000
H -4.6202 -3.7452 -1.2048 0.0 0.0 0.0 -0.0001
H -4.4404 -2.8884 -2.7452 0.0 0.0 0.0 0.0002
H -0.9808 -3.6863 -2.0818 0.1 0.0 0.0 -0.0002
H -2.0029 -3.1726 -3.4385 0.0 0.0 0.0 -0.0004
H -2.4476 -4.5944 -2.4585 0.0 0.0 0.0 -0.0015
```
Positions in Å, forces in eV/Å.